1.
22
Properties=species:S:1:pos:R:3:forces:R:3:mulliken_charge:R:1 method="wB97M-V/def2-TZVPD" e_homo_ev=-19.9088 total_energy_ha=-399.92868 smiles="N=[N+]1CC2(CC[NH2+]C2)C1" total_charge=+2
C 0.652185 1.108531 0.498659 -1.7 1.2 1.3 -0.856
C -1.481298 -0.426242 1.011674 1.0 -1.6 1.8 -0.944
C -1.210832 0.119789 -0.980790 0.2 0.9 -4.5 -1.108
C 1.935955 0.922885 -0.159756 1.8 -0.1 -2.1 -0.607
C 0.780629 -1.302195 0.018286 2.3 3.1 -1.3 -1.074
C -0.192161 -0.156734 0.152352 -1.7 1.0 -0.5 1.646
N -3.536180 0.224646 -0.014712 -0.7 -0.9 1.2 -0.685
N -2.350796 0.034637 -0.050203 0.6 -0.4 -0.9 0.932
N 2.246664 -0.606759 -0.034080 0.1 -0.4 0.9 -0.222
H 0.809351 1.125803 1.571866 0.2 -0.3 0.4 0.382
H 0.283003 2.199730 0.345552 -0.1 -2.1 -0.3 0.422
H -1.712908 -1.447890 1.508081 0.2 1.3 -1.5 0.375
H -1.509676 0.220757 1.830459 -0.3 1.3 1.4 0.380
H -1.189787 1.024235 -1.708298 0.0 -0.4 2.1 0.335
H -1.293573 -0.545981 -1.881491 -0.1 -0.7 1.3 0.340
H 1.944037 1.107252 -1.294603 -0.3 -0.3 1.6 0.308
H 2.689021 1.615608 0.239410 0.2 -0.8 0.1 0.411
H 0.821922 -1.917277 0.823231 -0.1 -1.9 2.4 0.469
H 0.734438 -1.847641 -0.869864 -0.4 -0.9 -1.4 0.396
H -4.042512 0.380903 -0.881018 0.3 0.7 -0.8 0.318
H 2.740811 -0.838762 -0.909659 -0.2 -0.3 0.5 0.373
H 2.881713 -0.995296 0.784902 -1.6 1.4 -1.8 0.409

2.
23
Properties=species:S:1:pos:R:3:forces:R:3:mulliken_charge:R:1 method="wB97M-V/def2-TZVPD" e_homo_ev=-7.5915 total_energy_ha=-475.82286
C -0.310023 -1.091682 -0.840633 1.0 2.1 0.0 0.555
C -1.314365 -1.717191 0.046030 -0.8 0.7 2.0 0.405
N -0.997534 -2.893392 0.590240 -0.1 -0.1 -0.5 -0.339
N 0.870903 -1.921217 -1.027505 0.1 -0.1 -0.2 -0.701
O -2.332029 -1.086775 0.452061 0.6 -1.2 -0.5 -0.685
H -1.635600 -3.349098 1.219599 0.0 0.1 0.0 0.248
H -0.173119 -3.355378 0.234225 0.0 0.0 0.0 0.237
H 1.649108 -1.544995 -0.494875 -0.1 -0.1 -0.2 0.227
H 1.139960 -1.979678 -2.001224 0.0 0.0 0.1 0.235
H -0.798407 -0.783896 -1.766887 0.0 -0.2 -0.1 0.348
H 0.027067 -0.028321 -0.369400 -1.2 -2.5 -0.8 -0.502
C 1.627660 2.014115 -0.428935 0.2 0.1 -0.5 -1.382
C 0.526484 1.436383 0.414360 -1.7 2.5 0.4 0.533
C -1.084872 2.040814 -0.059523 3.3 -1.5 0.9 -0.004
C 0.715323 1.126152 1.699651 -0.1 -0.4 -0.4 -0.819
N -2.136786 1.438186 -0.061870 -1.6 -2.1 0.4 -0.799
H -2.261756 0.208155 0.225029 0.6 2.6 -0.8 0.454
H -0.892184 3.086385 -0.284287 -0.1 0.3 -0.2 0.381
H 2.184771 2.821432 0.056960 -0.1 -0.2 0.1 0.390
H 2.346816 1.244778 -0.716100 0.1 0.0 0.1 0.278
H 1.251457 2.425259 -1.371182 -0.1 0.0 0.1 0.361
H -0.083313 0.704848 2.296526 -0.2 0.3 0.1 0.281
H 1.680441 1.205118 2.187738 0.2 -0.2 -0.1 0.297

3.
24
Properties=species:S:1:pos:R:3:forces:R:3:mulliken_charge:R:1 method="wB97M-V/def2-TZVPD" e_homo_ev=-8.8368 total_energy_ha=-550.84568
C 4.893174 0.767854 -0.102851 -0.4 0.0 -0.3 -0.253
C 4.713807 -0.363843 -0.477482 0.9 4.4 1.2 -0.549
C -2.096059 1.722004 0.668914 -0.9 3.1 1.8 -1.098
C -0.277734 -1.809489 -1.337334 -0.7 -2.7 0.2 -0.858
C -1.321133 1.043517 -0.430815 0.7 2.4 0.4 -0.434
C -0.485808 -1.149779 0.021291 -1.4 0.8 -0.5 -0.854
N 1.968755 0.302225 0.826845 1.6 -0.1 0.8 -0.543
N -0.260616 0.274469 0.112623 1.4 -1.1 0.8 0.020
N 0.990349 0.830184 0.232798 -2.1 -2.2 0.1 1.255
O 1.656356 -0.831950 1.631169 0.2 -0.2 -0.1 -0.431
O 1.050648 1.904076 -0.313752 1.7 2.4 -0.6 -0.794
H 4.877274 1.812451 0.200854 0.2 -0.8 -0.3 0.373
H 2.510600 -1.291330 1.868952 -1.0 1.4 -0.8 0.352
H 4.604812 -1.341691 -0.569245 -0.4 -3.7 -0.8 0.434
H -3.065779 2.127892 0.281122 0.5 -0.7 0.4 0.347
H -2.254940 1.236529 1.679229 0.1 -0.3 -1.6 0.301
H -1.603441 2.714700 1.048186 -0.3 -1.7 -1.1 0.283
H -0.770227 -2.899998 -1.113532 1.4 2.3 -1.0 0.274
H -0.876492 -1.354072 -2.155700 0.5 -0.2 0.5 0.298
H 0.817559 -1.954811 -1.658413 -1.7 0.4 0.6 0.236
H -1.820726 0.287082 -0.926104 -1.9 -0.9 -1.1 0.336
H -1.043231 1.815938 -1.188693 0.1 -0.8 0.6 0.319
H -1.536457 -1.187504 0.400333 0.6 -0.7 -0.6 0.436
H 0.083608 -1.606375 0.747970 1.1 -1.2 1.2 0.549

4.
23
Properties=species:S:1:pos:R:3:forces:R:3:mulliken_charge:R:1 method="wB97M-V/def2-TZVPD" e_homo_ev=-14.7879 total_energy_ha=-455.13449 smiles=CC(C)CCn1nnc[nH+]1 total_charge=+1
C 2.820158 -0.766670 -0.030085 0.0 0.1 0.1 -1.635
C 1.403946 -0.261349 -0.293843 -0.1 -0.1 0.0 0.956
C 1.412975 1.076337 -1.034326 0.1 0.1 0.0 -1.504
C 0.642587 -0.202005 1.041325 -0.1 0.0 0.0 -1.074
C -0.652545 0.597578 1.040247 0.0 0.1 -0.1 -0.464
N -1.719788 -0.114093 0.281668 0.0 0.1 -0.3 0.926
N -1.604479 -1.257952 -0.288657 0.0 -0.2 0.2 -0.112
N -2.752286 -1.575554 -0.859113 -0.1 0.0 0.1 -0.545
C -3.587703 -0.577558 -0.627016 0.1 0.1 -0.3 0.060
N -2.943616 0.367954 0.055651 -0.1 -0.1 0.3 -0.429
H 2.814605 -1.703831 0.530280 0.0 0.0 0.0 0.401
H 3.386782 -0.029191 0.546314 0.0 -0.1 0.0 0.381
H 3.349833 -0.942134 -0.966582 0.0 0.0 0.0 0.405
H 0.896646 -1.001562 -0.920536 0.1 0.1 0.0 0.229
H 2.213808 1.093210 -1.774782 -0.1 0.0 0.0 0.424
H 0.481953 1.268565 -1.576804 0.0 0.0 0.1 0.340
H 1.598594 1.918838 -0.358746 0.0 -0.1 0.0 0.320
H 1.272422 0.254226 1.811186 0.0 0.1 -0.1 0.465
H 0.423653 -1.215762 1.386686 0.1 0.0 0.1 0.419
H -0.544968 1.561709 0.539542 0.1 0.0 0.1 0.442
H -1.047434 0.749173 2.045679 0.0 -0.1 0.0 0.329
H -4.613992 -0.509066 -0.950742 0.0 0.0 0.0 0.440
H -3.251148 1.269138 0.402653 0.0 0.0 0.0 0.228

5.
23
Properties=species:S:1:pos:R:3:forces:R:3:mulliken_charge:R:1 method="wB97M-V/def2-TZVPD" e_homo_ev=-12.3276 total_energy_ha=-455.18424 smiles=Cc1n[nH]c(N)c1[C@@H](C)[NH3+] total_charge=+1
C 0.317305 0.131045 -0.166005 0.5 -6.1 -0.9 0.304
C 1.122765 0.639197 -1.165848 -0.1 -0.3 0.1 0.271
C 0.448724 -1.470953 -0.449812 -0.4 6.0 1.0 -0.173
C 1.386656 2.063015 -1.502381 0.2 0.0 -0.1 -1.275
C -1.913585 1.059665 0.537812 0.1 0.0 0.1 -1.385
C -0.501818 0.656382 0.951844 -0.2 0.6 -0.3 0.118
N 1.695527 -0.318963 -1.902808 0.4 0.5 -0.6 -0.821
N 1.293969 -1.500276 -1.470285 -0.3 -0.4 0.3 0.266
N -0.166618 -2.480676 0.307598 0.1 -1.0 -0.6 -0.499
N -0.600955 -0.441953 1.984479 0.0 -0.1 0.0 -0.281
H 0.837524 2.740975 -0.855440 0.0 0.1 0.0 0.344
H 2.450236 2.265265 -1.411811 0.1 0.1 0.0 0.322
H 1.110279 2.242041 -2.539495 -0.1 0.1 0.0 0.341
H -2.397577 0.263626 -0.019538 -0.1 -0.1 -0.1 0.372
H -2.521033 1.311910 1.404227 -0.1 0.1 0.1 0.451
H -1.864820 1.937101 -0.099890 0.0 0.0 -0.1 0.383
H 0.001966 1.516157 1.405600 -0.1 -0.2 0.1 0.343
H 1.662840 -2.317248 -1.945246 -0.1 0.1 0.1 0.221
H -0.975837 -2.875802 -0.171267 0.0 0.0 0.1 0.287
H 0.465588 -3.254629 0.516357 -0.1 0.1 0.1 0.285
H 0.191629 -0.418095 2.628684 -0.1 0.0 -0.1 0.353
H -0.572298 -1.386166 1.448066 0.0 0.3 0.5 0.407
H -1.470468 -0.361618 2.515161 0.2 0.0 0.0 0.365

6.
24
Properties=species:S:1:pos:R:3:forces:R:3:mulliken_charge:R:1 method="wB97M-V/def2-TZVPD" e_homo_ev=-14.0374 total_energy_ha=-530.36755 smiles=CCCCOn1cnc(N)[nH+]1 total_charge=+1
C 2.303766 -0.447648 0.167318 -0.3 0.0 -0.5 -1.409
C 2.204449 0.959282 -0.450917 0.2 -0.1 0.3 -0.282
C 1.459515 1.964982 0.429829 -0.2 -0.1 -0.2 -0.727
C -0.076850 1.902786 0.361741 0.3 0.1 0.4 -0.335
O -0.538384 1.145338 -0.814217 -0.2 -0.1 -0.2 -0.391
N -1.410884 0.175053 -0.514043 0.4 0.3 0.1 0.246
C -2.724878 0.166069 -0.376775 -0.2 0.3 -0.1 -0.002
N -3.169301 -1.048576 -0.121420 -0.4 -0.2 0.3 -0.558
C -2.090592 -1.830748 -0.084842 0.1 -0.2 0.0 0.511
N -2.058480 -3.156052 0.105518 0.2 0.0 0.0 -0.378
N -0.982615 -1.094957 -0.290277 0.1 -0.3 -0.2 0.041
H 2.100209 -1.217788 -0.584553 0.1 -0.1 0.0 0.289
H 1.600480 -0.580941 0.990886 0.0 0.0 0.2 0.422
H 3.305190 -0.655099 0.529428 0.0 0.0 0.2 0.371
H 3.211203 1.345921 -0.593042 0.0 0.0 0.0 0.395
H 1.770110 0.909169 -1.443773 -0.1 0.1 -0.1 0.328
H 1.785501 2.971796 0.182597 0.0 0.1 -0.1 0.381
H 1.736742 1.792238 1.468897 0.1 0.1 0.1 0.334
H -0.506901 1.439553 1.246664 0.0 -0.2 0.0 0.319
H -0.506575 2.895946 0.271036 -0.1 0.0 -0.1 0.374
H -3.325248 1.051487 -0.500313 0.0 0.1 0.0 0.437
H -1.338593 -3.710393 -0.321390 0.1 0.0 0.1 0.225
H -2.745683 -3.631561 0.662286 -0.3 0.1 -0.2 0.247
H -0.002180 -1.345854 -0.320638 0.1 0.2 0.0 0.161

7.
25
Properties=species:S:1:pos:R:3:forces:R:3:mulliken_charge:R:1 method="wB97M-V/def2-TZVPD" e_homo_ev="-13.6531 / -13.6530" total_energy_ha=-605.39552 total_charge=+1
C 1.633297 0.678195 -0.218794 0.1 -3.4 1.1 -0.814
C -0.365106 1.996875 0.018898 0.3 1.9 -2.4 -1.164
C 1.173751 -0.907818 -0.577703 4.3 -0.1 0.9 -0.008
C -1.197209 0.782927 0.171167 -2.2 -1.8 0.2 1.135
C 1.546753 -1.889628 0.668060 -3.4 2.5 -1.5 -1.347
C -1.226631 0.056337 1.528938 0.4 0.8 -2.5 -1.474
N -2.223562 0.548279 -0.680120 1.3 -0.7 2.2 0.124
N -1.000355 -1.454631 -1.321136 -1.0 1.9 -0.2 0.284
N -0.208625 -0.773013 -0.757409 -1.0 -1.1 -0.4 0.462
N 0.735421 1.557593 -0.914023 0.7 1.3 0.9 -0.240
O -2.557472 -0.698629 -0.904471 0.3 0.2 0.6 -0.433
O -1.279166 -2.232522 -2.141411 0.7 -1.5 -0.3 -0.535
H 1.555159 0.625839 0.911103 -0.6 0.7 -1.0 0.246
H 2.723880 0.819015 -0.263695 -0.4 0.1 -1.1 0.428
H -0.865616 2.920263 -0.458903 0.3 -1.7 0.6 0.458
H -0.096605 2.299263 1.022085 0.8 0.2 0.2 0.344
H 1.718378 -1.393700 -1.484781 -1.2 1.2 1.2 0.462
H 0.762061 -1.870559 1.433638 0.3 0.0 -0.2 0.332
H 2.445052 -1.628157 1.074513 2.4 1.1 1.1 0.397
H 1.658032 -2.830886 0.291698 0.0 -2.7 -0.9 0.462
H -1.674329 0.828157 2.060659 -1.6 1.1 1.6 0.463
H -0.270870 0.004596 1.994692 0.9 -0.5 0.0 0.475
H -1.776740 -0.859229 1.465898 -0.3 -0.3 0.3 0.353
H 1.229988 2.257705 -1.512405 -1.0 -0.5 1.2 0.364
H -2.439497 1.163737 -1.406502 -0.1 1.3 -1.6 0.227

8.
25
Properties=species:S:1:pos:R:3:forces:R:3:mulliken_charge:R:1 method="wB97M-V/def2-TZVPD" e_homo_ev="-12.8214 / -12.8209" total_energy_ha=-605.44987 smiles="Cn1[nH]c([N+](=O)[O-])c1C[NH+](C)C" total_charge=+1
C 1.186038 0.576739 0.233888 0.5 -0.1 0.1 -0.162
C 2.405444 -0.100506 0.192832 1.3 5.5 -0.8 0.420
C 1.058776 3.122156 0.051165 0.0 0.6 0.0 -0.749
C -1.354879 -2.039022 0.830920 -0.5 -0.3 0.4 -0.918
C -0.584119 -1.472707 -1.401046 -0.1 -0.1 -0.7 -0.938
C -0.213741 0.090482 0.431157 -0.1 0.7 0.2 -0.674
N 2.993096 1.553859 -0.201009 -0.6 -4.3 -0.2 -0.664
N 1.642733 1.819568 0.076558 -0.5 -1.0 0.4 0.379
N 2.933148 -1.332870 0.072308 -0.2 -0.2 0.0 0.961
N -0.337589 -1.330801 0.042675 0.6 -0.3 0.1 0.098
O 2.073943 -2.240319 0.284472 0.1 -0.8 0.0 -0.720
O 4.089268 -1.543846 -0.160445 0.1 0.0 0.0 -0.538
H 1.404063 3.711435 0.904480 -0.1 -0.1 0.0 0.299
H 1.357358 3.637699 -0.863557 -0.1 -0.1 0.0 0.314
H -0.024679 3.042311 0.089933 0.0 0.0 0.0 0.291
H -1.391787 -3.081661 0.522481 0.1 0.0 -0.1 0.374
H -1.099542 -2.008404 1.887902 0.1 0.1 0.0 0.394
H -2.337355 -1.591264 0.682080 0.1 0.1 -0.1 0.381
H -1.550501 -1.047065 -1.665771 0.0 0.0 0.1 0.410
H 0.196597 -0.968921 -1.966509 0.1 0.1 0.1 0.319
H -0.577354 -2.524865 -1.671927 0.0 0.0 0.1 0.398
H -0.480211 0.198777 1.489309 0.0 -0.1 -0.2 0.356
H -0.912540 0.698052 -0.154873 0.0 -0.2 0.1 0.387
H 3.654356 1.914279 0.483334 -0.3 0.1 0.5 0.282
H 0.643349 -1.807917 0.227544 -0.5 0.5 -0.1 0.299

9.
24
Properties=species:S:1:pos:R:3:forces:R:3:mulliken_charge:R:1 method="wB97M-V/def2-TZVPD" e_homo_ev="-7.4298 / -7.4291" total_energy_ha=-510.03383
C 0.933401 1.260693 -1.736468 0.4 -1.2 -0.1 -0.420
C 1.929502 1.610037 -0.881575 -1.4 0.3 0.4 -0.273
C -2.614271 -1.763681 0.846960 -3.4 -1.4 1.6 -1.072
C 1.770297 2.752095 1.424735 -0.9 1.3 -1.5 -0.867
C -1.246491 -1.204334 0.906192 0.6 3.3 3.3 -0.257
C -0.228313 -1.821742 0.076682 1.8 -2.1 1.2 -0.055
N -0.234733 1.486583 -1.124672 -0.7 -0.1 1.1 -0.358
N 0.003871 1.946762 0.076683 -0.6 0.4 -0.8 -0.564
N 1.324352 2.043901 0.244363 -0.9 0.3 -1.2 0.536
N 0.209731 -2.152319 -2.269898 0.6 0.5 -0.7 -1.188
N -0.303484 -1.636734 -1.200723 -2.2 0.0 -0.6 0.447
H 1.038545 0.557293 -2.563213 -0.2 0.8 -0.2 0.433
H -3.392429 -1.199507 1.479701 1.3 -0.3 -1.0 0.277
H -2.863418 -1.642224 -0.171559 -1.2 -0.2 -1.2 0.306
H -2.937316 -2.857719 1.154628 1.7 1.8 -0.7 0.256
H 2.573715 2.197784 1.724215 2.3 -1.1 1.5 0.383
H 2.094835 3.812613 1.215783 -0.6 -1.1 0.2 0.259
H 0.927313 2.662172 2.092131 0.1 0.4 0.4 0.332
H -1.263764 -0.074763 0.681298 -0.5 -1.6 -0.2 0.074
H -0.975548 -1.073077 1.998391 0.4 -0.8 -1.1 0.317
H 0.446058 -2.626663 0.534964 -0.8 1.3 -1.2 0.338
H 2.921317 1.460350 -1.042282 2.7 0.0 0.1 0.517
H 1.017651 -2.676949 -1.989853 0.5 -0.7 0.3 0.201
H -1.130821 -1.060572 -1.476484 1.0 -0.1 0.4 0.378

10.
28
Properties=species:S:1:pos:R:3:forces:R:3:mulliken_charge:R:1 method="wB97M-V/def2-TZVPD" e_homo_ev="-17.2928 / -15.1610" total_energy_ha=-728.38433 total_charge=+2
C 3.577567 -1.385977 1.588835 -0.8 0.6 1.3 0.609
C -2.694695 1.276702 -2.434929 0.4 -0.6 3.1 0.489
C -2.906570 1.622540 -3.823837 0.6 0.9 -1.9 -0.898
C -5.098697 1.540448 -1.452501 -0.5 -0.5 0.4 -0.872
C 4.716298 -2.185989 2.112641 -0.4 0.0 0.1 -0.496
C -0.981588 0.384781 0.391453 1.7 -1.2 1.2 -0.319
N 3.006322 -1.544641 0.384654 0.0 -0.7 -3.0 -0.419
N 2.876897 -0.442319 2.250798 0.6 0.8 1.3 -0.367
N -1.525212 0.965489 -1.837683 -1.6 0.6 -0.7 -0.670
N 2.118082 -0.633458 0.266914 0.8 -2.6 -2.9 0.027
N -3.112619 0.863321 -0.291709 -2.7 0.2 -0.2 -0.918
N -3.677026 1.195681 -1.446198 1.3 -0.6 -0.4 0.553
N 2.005008 0.006464 1.406497 0.2 1.5 3.9 -0.019
N -1.890395 0.738587 -0.549595 1.8 -0.1 -1.3 0.947
N 4.951887 -1.981632 3.578236 -2.2 2.0 1.4 -0.380
H -2.424409 2.638162 -4.068853 -0.7 -1.5 0.5 0.295
H -2.339436 0.852883 -4.413815 -0.8 0.8 0.2 0.323
H -3.982716 1.682370 -4.120048 1.0 -0.3 0.3 0.306
H -5.383423 1.504509 -0.395653 -0.2 -0.3 -0.3 0.385
H -5.099971 2.580849 -1.681763 -0.6 0.7 -0.7 0.411
H -5.778411 0.900820 -2.100758 1.2 0.8 0.8 0.292
H 4.499770 -3.192623 1.889570 -0.2 -1.5 -0.1 0.374
H 5.583582 -1.973606 1.559967 1.4 0.5 -0.8 0.338
H -1.193688 -0.346115 1.183424 -0.7 0.8 -0.4 0.265
H 0.075309 0.519390 0.187450 -0.6 0.3 -0.5 0.488
H 4.321706 -2.643733 4.135087 1.2 1.0 -0.7 0.405
H 4.428391 -0.995325 3.629485 1.5 -1.9 1.1 0.458
H 5.928040 -1.947577 4.052331 -1.7 -0.1 -1.5 0.393

11.
21
Properties=species:S:1:pos:R:3:forces:R:3:mulliken_charge:R:1 method="wB97M-V/def2-TZVPD" e_homo_ev="0.3540 / -3.3323" total_energy_ha=-366.35784 s_squared=0.754 spin_multiplicity=2 total_charge=-1
O -0.603897 -0.437868 3.569139 -0.1 0.1 -0.2 -0.712
C -0.268704 -0.012759 2.399472 0.2 -0.2 -0.1 -0.399
C -0.774698 -0.650211 1.112491 0.5 -0.3 0.6 0.657
C 0.332668 -0.587556 0.049218 -0.6 -0.4 -0.8 -1.618
C 0.336764 0.749951 -0.684601 1.1 -0.1 -0.5 1.189
C -0.824447 0.883574 -1.677562 0.0 -0.2 -0.3 -1.538
C 1.693477 1.005400 -1.387600 -0.6 -0.3 -0.1 -1.729
N -1.205501 -2.017633 1.405016 -0.2 -0.3 -0.2 -0.717
H 0.286928 0.925051 2.257237 0.0 0.2 0.1 0.224
H -1.655721 -0.128615 0.703785 -0.1 0.2 -0.1 0.069
H 1.290216 -0.859103 0.485678 0.2 0.3 0.3 0.241
H 0.177661 -1.369783 -0.723746 -0.2 0.1 0.1 0.336
H 0.265107 1.534238 0.047809 -0.3 0.3 0.5 0.214
H -0.479203 1.040356 -2.700342 0.3 0.4 -0.1 0.424
H -1.426606 -0.020421 -1.788504 -0.1 0.0 0.5 0.357
H -1.465471 1.707381 -1.396082 -0.4 0.1 -0.1 0.293
H 2.510409 0.653127 -0.764455 0.2 0.1 0.0 0.411
H 1.841963 2.057965 -1.619928 0.0 0.2 0.0 0.367
H 1.715707 0.475542 -2.341854 0.2 -0.2 0.0 0.386
H -0.898840 -2.279203 2.335948 0.0 0.2 0.1 0.325
H -0.847811 -2.669435 0.718883 0.1 0.0 0.1 0.219